A cluster of 5 separate species, C26H33F9N4O6 in total at a distorted geometry. Source: OMol25; level of theory: the ωB97M-V functional and the def2-TZVPD basis.

Frontier orbital gap ... 0.2753 Ha
Structure (SMILES) ... O=C1C=C(C(F)(F)C(F)(F)C(F)(F)C(F)(F)F)C(=O)c2ccccc21.CNC(C)=O.CNC(C)=O.CNC(C)=O.CNC(C)=O
LUMO level ... -1.62 eV

Geometry (Å):
O -2.07 3.43 -1.70
C -2.12 2.27 -2.18
C -1.05 1.74 -3.24
C -1.32 0.73 -4.22
C -0.22 0.25 -5.27
F -0.82 -0.43 -6.38
F 0.33 1.46 -5.84
C 1.03 -0.55 -4.67
F 2.13 -0.31 -5.56
F 1.47 -0.08 -3.40
C 0.85 -2.15 -4.63
F 0.79 -2.73 -5.94
F -0.37 -2.43 -3.96
C 2.01 -2.94 -3.85
F 1.53 -3.33 -2.58
F 2.24 -4.17 -4.55
F 3.25 -2.29 -3.81
C -2.84 0.16 -4.22
O -3.45 -0.20 -5.24
C -3.63 0.10 -2.81
C -4.71 -0.93 -2.47
C -5.37 -0.84 -1.04
C -5.00 0.23 0.01
C -3.93 1.29 -0.35
C -3.26 1.21 -1.74
H 0.01 2.16 -3.23
H -5.02 -1.72 -3.23
H -6.16 -1.63 -0.81
H -5.52 0.26 1.03
H -3.58 2.11 0.36
C 4.86 -4.13 -0.49
C 6.23 -3.58 -0.19
O 6.55 -3.21 0.93
N 7.12 -3.49 -1.21
C 6.94 -3.87 -2.60
H 4.27 -4.13 0.43
H 4.35 -3.50 -1.22
H 4.95 -5.15 -0.85
H 8.02 -3.11 -0.94
H 7.68 -4.63 -2.85
H 7.10 -2.99 -3.22
H 5.94 -4.27 -2.79
C -2.74 -1.05 4.32
C -3.45 0.08 3.63
O -3.47 0.18 2.40
N -4.08 1.00 4.40
C -4.18 1.06 5.84
H -2.29 -1.70 3.58
H -1.95 -0.66 4.96
H -3.45 -1.64 4.91
H -4.53 1.73 3.86
H -5.23 1.03 6.12
H -3.74 2.00 6.18
H -3.66 0.23 6.32
C 1.63 -2.76 2.40
C 0.80 -1.94 3.33
O -0.41 -2.11 3.44
N 1.42 -0.97 4.06
C 2.82 -0.61 4.07
H 1.00 -3.49 1.89
H 2.10 -2.12 1.65
H 2.40 -3.31 2.96
H 0.79 -0.45 4.66
H 3.20 -0.73 5.09
H 2.91 0.44 3.78
H 3.41 -1.22 3.39
C -0.67 7.45 1.70
C -1.15 6.79 0.44
O -1.67 7.41 -0.47
N -0.97 5.44 0.32
C -0.38 4.53 1.27
H -0.88 8.52 1.64
H -1.20 7.05 2.56
H 0.41 7.32 1.82
H -1.32 5.06 -0.55
H 0.47 4.04 0.80
H -1.12 3.77 1.54
H -0.04 5.04 2.18

---

An isolated molecule of C26H33N3O6. Source: OMol25; level of theory: the ωB97M-V functional and the def2-TZVPD basis.

Relative energy (zero: lowest compared OMol25 entry of this formula, charge and spin) ... 17.1 kcal/mol
Frontier orbital gap ... 0.2989 Ha
Structure (SMILES) ... CCN(CC)CCN1C(=O)C(=O)/C(=C(/O)c2c(C)[nH]c(C(=O)OC)c2C)[C@H]1c1ccccc1OC
LUMO level ... 0.10 eV

Geometry (Å):
C 1.34 4.41 -5.13
H 0.54 3.81 -5.57
H 0.90 5.13 -4.44
H 1.83 4.96 -5.93
C 2.35 3.50 -4.43
N 1.71 2.52 -3.57
C 2.66 1.54 -3.07
H 3.37 1.33 -3.89
C 1.98 0.21 -2.73
N 1.48 0.06 -1.38
C 2.04 0.50 -0.24
O 2.97 1.28 -0.13
C 1.31 -0.17 0.92
O 1.58 0.00 2.10
C 0.35 -1.07 0.32
C -0.40 -2.03 0.91
C -0.54 -2.21 2.35
C -0.79 -1.23 3.31
N -0.86 -1.84 4.50
C -0.66 -3.19 4.37
C -0.47 -3.46 3.02
C -0.20 -4.80 2.42
H 0.45 -4.72 1.55
H 0.28 -5.43 3.17
H -1.13 -5.29 2.13
C -0.64 -4.09 5.50
O -0.48 -5.29 5.46
O -0.82 -3.42 6.66
C -0.80 -4.21 7.84
H -1.54 -5.01 7.77
H 0.19 -4.65 7.98
H -1.03 -3.54 8.66
H -1.01 -1.39 5.39
C -1.03 0.22 3.15
H -1.37 0.43 2.14
H -0.10 0.76 3.30
H -1.77 0.57 3.87
O -1.06 -2.90 0.11
H -1.53 -3.55 0.65
C 0.43 -0.92 -1.18
C -0.88 -0.49 -1.79
C -1.41 -1.18 -2.87
C -2.60 -0.78 -3.46
C -3.26 0.34 -2.98
C -2.75 1.04 -1.90
C -1.56 0.64 -1.30
O -1.00 1.27 -0.23
C -1.55 2.48 0.22
H -1.60 3.22 -0.59
H -2.56 2.34 0.64
H -0.88 2.84 1.00
H -3.28 1.90 -1.54
H -4.18 0.66 -3.43
H -3.00 -1.33 -4.30
H -0.89 -2.04 -3.24
H 0.72 -1.88 -1.64
H 2.70 -0.60 -2.92
H 1.14 0.08 -3.41
H 3.24 1.89 -2.21
C 0.88 3.08 -2.52
C 1.56 4.03 -1.52
H 0.82 4.40 -0.82
H 2.33 3.51 -0.96
H 2.00 4.88 -2.03
H 0.46 2.24 -1.97
H 0.05 3.61 -3.01
H 2.89 2.94 -5.20
H 3.09 4.12 -3.90